No. 1
Density functional theory data (ωB97M-V/def2-TZVPD) for one molecule with the formula C23H30N4O4.

Atoms and positions in Å:
C1 -0.62564 2.35700 6.22347
C2 0.12136 3.14840 5.16609
O1 -0.23226 2.63218 3.88695
C3 0.24053 3.32153 2.82622
O2 0.94627 4.29739 2.94755
C4 -0.18147 2.74275 1.54549
C5 0.24100 3.44831 0.40663
N1 0.56190 4.04062 -0.52543
C6 -1.00234 1.64339 1.48884
C7 -1.50202 0.98307 0.34459
C8 -2.73877 0.22716 0.48089
O3 -3.42686 -0.16577 -0.45413
O4 -3.06908 -0.02932 1.75803
C9 -4.28730 -0.73367 1.98016
C10 -5.48663 0.20366 1.95671
C11 -0.90701 1.05418 -0.94960
N2 -1.69279 0.98107 -2.03575
N3 0.41921 1.16753 -1.10464
C12 1.37500 0.69807 -0.12753
C13 2.36492 -0.25545 -0.84345
N4 1.72839 -0.79807 -2.01621
C14 1.87862 -2.17343 -2.32117
C15 0.99450 -3.05922 -1.68967
C16 -0.03349 -2.55308 -0.72327
C17 1.07485 -4.41580 -1.96436
C18 2.00805 -4.90011 -2.86145
C19 2.88482 -4.02559 -3.47274
C20 2.84558 -2.66265 -3.20641
C21 3.86465 -1.77310 -3.85713
C22 1.52050 0.17578 -3.05935
C23 1.03264 1.47194 -2.37692
H1 -0.35959 1.30502 6.16127
H2 -1.69786 2.45324 6.07419
H3 -0.36853 2.73196 7.20989
H4 1.20680 3.06176 5.29673
H5 -0.13772 4.21277 5.20521
H6 -1.38922 1.29823 2.43729
H7 -4.16900 -1.19553 2.96285
H8 -4.39853 -1.50909 1.21483
H9 -5.35159 1.00374 2.68058
H10 -5.59696 0.63879 0.96652
H11 -6.38835 -0.35058 2.20106
H12 -2.64910 0.68765 -1.83629
H13 -1.29786 0.72233 -2.92414
H14 1.91337 1.53882 0.32348
H15 0.83713 0.16939 0.65930
H16 2.64204 -1.07141 -0.17621
H17 3.28468 0.29370 -1.10323
H18 -0.84706 -3.26717 -0.62446
H19 -0.43749 -1.60013 -1.05388
H20 0.40833 -2.40688 0.26248
H21 0.39106 -5.09594 -1.47748
H22 2.05719 -5.95677 -3.07767
H23 3.62746 -4.40442 -4.16040
H24 4.20744 -1.00161 -3.17181
H25 4.72524 -2.36181 -4.16701
H26 3.45278 -1.29368 -4.74577
H27 0.77037 -0.22814 -3.74705
H28 2.42085 0.41546 -3.64653
H29 1.88239 2.12478 -2.16185
H30 0.34459 2.03671 -3.00432

Properties
Frontier orbital gap, eV: 8.3
SMILES: CCOC(=O)/C(C#N)=C/C(C(=O)OCC)=C(/N)N1CCN(c2c(C)cccc2C)CC1

=====

No. 2
Density functional theory data (ωB97M-V/def2-TZVPD) for one molecule with the formula C23H30N4O5S.

Atoms and positions in Å:
O1 -2.90672 -1.92709 -1.76738
C1 -2.50112 -1.04711 -1.03359
N1 -3.28524 -0.34625 -0.16389
C2 -4.64969 -0.48832 0.10443
C3 -5.44550 -1.46068 -0.49350
C4 -6.78920 -1.53706 -0.17499
C5 -7.35469 -0.65763 0.73232
C6 -6.56342 0.31014 1.32890
C7 -5.22044 0.39622 1.01879
C8 -1.07084 -0.62979 -1.04698
C9 -0.31124 -0.97146 -2.17245
C10 1.02549 -0.67457 -2.25736
C11 1.69511 -0.01704 -1.20793
N2 3.01923 0.30353 -1.27049
C12 3.95261 -0.54714 -1.97854
C13 3.78543 -2.04785 -1.61600
N3 3.16360 -2.18863 -0.31675
C14 2.33742 -3.37276 -0.17658
C15 1.60759 -3.30236 1.16537
O2 2.51835 -3.23715 2.23391
C16 3.33654 -2.09657 2.11128
C17 4.10304 -2.09635 0.78770
C18 0.91122 0.36590 -0.10988
S1 1.56246 1.31521 1.26194
O3 2.99226 1.15187 1.34388
O4 0.77208 1.02211 2.41922
N4 1.31563 2.92395 0.92616
C19 2.11869 3.56177 -0.09163
C20 1.37397 3.61229 -1.43016
O5 0.10761 4.21773 -1.28012
C21 -0.69516 3.51569 -0.35670
C22 -0.02347 3.45812 1.02069
C23 -0.42825 0.04827 -0.01820
H1 -2.83811 0.38841 0.36546
H2 -5.00830 -2.14547 -1.19988
H3 -7.39925 -2.29572 -0.64215
H4 -8.40424 -0.72505 0.97547
H5 -6.99296 1.00114 2.03913
H6 -4.60436 1.15222 1.48746
H7 -0.81154 -1.48916 -2.97725
H8 1.57542 -0.94584 -3.14342
H9 3.36684 0.61208 -0.36651
H10 4.95282 -0.20012 -1.71806
H11 3.82697 -0.41880 -3.05774
H12 4.76821 -2.54221 -1.66972
H13 3.13366 -2.52671 -2.34866
H14 1.60319 -3.39302 -0.98510
H15 2.93914 -4.29832 -0.21147
H16 1.00677 -4.19948 1.32413
H17 0.95543 -2.41547 1.17110
H18 4.03082 -2.12555 2.95229
H19 2.72640 -1.18441 2.17467
H20 4.66434 -1.16425 0.70849
H21 4.81197 -2.94470 0.77456
H22 3.05142 3.00715 -0.17684
H23 2.33440 4.58348 0.24118
H24 1.91666 4.22722 -2.14947
H25 1.25686 2.59543 -1.83494
H26 -1.63838 4.06218 -0.30325
H27 -0.88286 2.49708 -0.73130
H28 -0.57655 2.82906 1.71670
H29 0.04520 4.47214 1.43057
H30 -0.91871 0.30915 0.90817

Properties
Frontier orbital gap, eV: 8.7
SMILES: O=C(Nc1ccccc1)c1ccc(NCCN2CCOCC2)c(S(=O)(=O)N2CCOCC2)c1